(1)
Computed, not measured: C14H11AsO3PbS4 as an isolated structure, with ωB97M-V with the def2-TZVPD basis set.

Geometry as XYZ:
```
34
Properties=species:S:1:pos:R:3:forces:R:3
Pb 0.39550 -0.26332 -0.55030 0.39 0.34 -0.08
S -4.36364 -1.89816 -0.81201 -0.03 -0.06 -0.02
As -2.64820 -0.93329 -1.74075 -0.20 -0.13 -0.05
S -1.05294 -2.28995 -1.80995 0.14 -0.38 -0.02
S -2.03135 0.88611 -0.86423 -0.08 0.51 0.11
S -3.51901 -0.34096 -3.64538 -0.07 0.07 -0.01
O 0.56271 1.53316 1.54460 -0.05 -0.48 -0.13
C 0.44295 0.79611 2.80403 0.10 0.65 -0.09
C -0.12925 -0.61038 2.55446 0.04 -0.57 -0.17
O -0.48314 -1.23585 3.52597 -0.12 0.03 0.12
O -0.13309 -1.10669 1.34388 -0.08 0.17 0.44
C 1.84516 0.70107 3.39421 0.10 -0.19 -0.02
C 2.57884 1.87874 3.55544 -0.02 0.04 -0.01
C 3.88278 1.84949 4.02481 -0.02 -0.08 0.00
C 4.47330 0.63393 4.34751 -0.03 0.04 -0.01
C 3.74904 -0.53824 4.19978 0.01 -0.01 0.00
C 2.44304 -0.50926 3.72651 -0.01 0.03 0.01
C -0.53315 1.56633 3.69100 -0.02 -0.02 -0.03
C -1.78713 1.87974 3.17312 -0.04 0.00 -0.08
C -2.71209 2.57708 3.92987 0.02 0.00 0.03
C -2.39803 2.96841 5.22697 0.02 -0.02 -0.05
C -1.16090 2.64270 5.75563 0.02 -0.02 -0.06
C -0.23356 1.94186 4.99016 0.02 -0.02 0.14
H 1.44653 1.92283 1.53255 -0.13 0.04 0.00
H 2.11205 2.83481 3.33852 0.02 0.00 0.02
H 4.43193 2.77365 4.14968 -0.01 0.00 0.00
H 5.49007 0.60369 4.71703 -0.01 0.00 0.00
H 4.19989 -1.48897 4.45414 0.00 0.01 0.00
H 1.88298 -1.43027 3.63551 0.03 0.00 0.01
H -2.04699 1.56414 2.16961 0.01 0.02 -0.04
H -3.68316 2.80859 3.51084 0.01 0.00 0.00
H -3.11813 3.51518 5.82167 -0.01 0.00 0.00
H -0.91095 2.92779 6.76938 0.01 -0.01 0.00
H 0.72002 1.67509 5.42648 -0.02 0.01 0.00
```
Positions in Å, forces in eV/Å.

## Properties
E_tot	-4787.20365	a.u.

(2)
Computed, not measured: an isolated ion of composition C14H11F4O4 and charge -1 in a non-equilibrium geometry, with ωB97M-V with the def2-TZVPD basis set.

Geometry as XYZ:
```
33
Properties=species:S:1:pos:R:3:forces:R:3
F -2.52924 1.43207 1.89277 -0.84 0.27 -0.42
C -1.41605 0.76532 1.57134 2.82 0.72 0.60
C -1.45334 -0.58370 1.24471 -1.44 -1.90 -0.96
F -2.56930 -1.26966 1.73298 0.18 0.14 0.52
C -0.21802 -1.42403 1.37332 -0.59 -1.03 1.56
O -0.30956 -2.64301 1.44620 0.62 1.20 -0.26
C 1.00972 -0.66614 1.57028 1.38 0.21 0.08
F 2.14586 -1.39612 1.61392 -0.20 0.24 -0.08
C 1.04740 0.67194 1.74880 0.91 -0.69 -1.44
F 2.21781 1.33966 1.72568 -0.67 -0.65 0.53
C -0.16130 1.49341 1.70338 -3.17 0.99 -0.02
O -0.13542 2.73658 1.80926 0.69 -0.99 0.16
C -5.58141 -3.09484 -0.93960 0.09 -0.04 0.19
C -4.29342 -2.43725 -1.41660 0.59 0.43 0.12
C -4.27373 -2.45684 -2.95957 0.17 0.02 0.22
C -4.24228 -0.98181 -0.90105 -0.21 0.66 0.14
C -2.85799 -0.27010 -0.94199 -0.04 0.68 -0.63
O -2.75381 0.91037 -1.29353 -0.25 -1.86 0.65
C -1.66227 -1.08885 -0.52010 0.83 1.53 -1.28
C -1.71478 -2.48927 -1.09785 0.22 -0.56 -0.14
O -0.80434 -2.99207 -1.77918 -1.76 1.05 1.51
C -3.07116 -3.20248 -0.84817 0.36 -0.60 -0.17
H -5.64312 -3.09655 0.14693 0.04 0.02 0.14
H -6.45723 -2.57484 -1.31819 -0.12 0.16 -0.12
H -5.64184 -4.12742 -1.27262 0.03 -0.21 -0.11
H -3.36760 -1.97469 -3.34405 -0.13 -0.07 -0.01
H -4.29778 -3.49007 -3.32895 0.06 0.16 0.06
H -5.14797 -1.93232 -3.36874 0.18 -0.05 0.13
H -4.92879 -0.37783 -1.52408 0.27 -0.06 0.43
H -4.61046 -0.94230 0.15736 0.39 -0.01 -0.75
H -0.72388 -0.59309 -0.86252 -0.77 -0.29 -0.26
H -3.19299 -3.34875 0.25622 0.16 0.16 -0.84
H -3.04684 -4.18705 -1.35838 0.19 0.35 0.45
```
Positions in Å, forces in eV/Å.

## Properties
total charge	-1
structure (SMILES)	CC1(C)CC(=O)C([C@@]2(F)C(=O)C(F)=C(F)C([O-])=C2F)C(=O)C1
E_tot	-1240.49756	a.u.

(3)
Computed, not measured: one molecule with the formula C14H11N3O4 in a non-equilibrium geometry, with ωB97M-V with the def2-TZVPD basis set.

Geometry as XYZ:
```
32
Properties=species:S:1:pos:R:3:forces:R:3
O -3.86128 -1.04899 0.03806 0.03 0.09 0.01
C -2.69358 -0.86727 -0.23215 -0.16 0.07 0.15
N -1.85707 -1.94346 -0.42895 -0.51 -1.00 -0.11
N -0.52792 -1.84371 -0.46609 0.59 0.08 -0.17
C 0.19818 -2.87589 -0.64178 -0.90 -0.19 -0.07
C 1.63571 -2.77255 -0.60535 0.70 0.35 0.23
C 2.29635 -1.76050 -0.02930 -0.04 -0.81 -0.19
C 1.64956 -0.70843 0.75885 0.09 0.64 0.07
C 0.98772 -1.03983 1.94177 0.11 0.14 0.07
C 0.40112 -0.07047 2.72928 0.02 -0.05 -0.04
C 0.47596 1.27048 2.37132 0.02 -0.04 -0.07
C 1.13170 1.62733 1.21458 0.16 0.07 -0.13
C 1.70729 0.64456 0.41180 -0.52 -0.51 1.23
N 2.31979 1.04736 -0.81935 0.28 0.29 -0.47
O 2.30531 2.22909 -1.09911 0.03 0.29 -0.15
O 2.81242 0.18913 -1.52514 0.12 -0.03 -0.24
H 1.20800 2.65805 0.90447 -0.02 -0.01 0.01
H 0.02188 2.02596 2.99279 -0.03 0.09 0.04
H -0.11363 -0.35626 3.63405 -0.04 -0.04 0.09
H 0.94037 -2.07800 2.23327 0.00 -0.10 -0.01
H 3.37538 -1.72208 -0.08640 0.03 -0.07 -0.05
H 2.18315 -3.56629 -1.09159 0.13 -0.03 -0.02
H -0.23374 -3.86630 -0.82596 -0.10 0.07 0.05
H -2.30638 -2.86392 -0.42355 0.07 0.37 0.04
C -2.07373 0.44768 -0.42675 0.84 0.10 -0.66
C -1.02666 0.85034 -1.22160 -0.64 -0.26 0.37
C -0.96455 2.25332 -1.10884 -0.49 0.35 0.23
C -1.97241 2.60049 -0.25606 0.67 0.30 -0.54
O -2.64852 1.52492 0.14900 -0.52 -0.28 0.36
H -2.29189 3.55263 0.12021 -0.13 0.06 0.12
H -0.26461 2.90634 -1.58864 0.11 0.19 -0.07
H -0.40124 0.21847 -1.81720 0.11 -0.13 -0.07
```
Positions in Å, forces in eV/Å.

## Properties
structure (SMILES)	O=C(N/N=C/C=C\c1ccccc1[N+](=O)[O-])c1ccco1
E_tot	-1005.16803	a.u.

(4)
Computed, not measured: C14H12AsMoN5O7S4 as an isolated structure, with ωB97M-V with the def2-TZVPD basis set.

Geometry as XYZ:
```
44
Properties=species:S:1:pos:R:3:forces:R:3
Mo 0.44044 0.96279 0.07784 0.12 0.28 -0.68
N 1.57274 0.16253 4.31045 -0.07 0.13 -0.04
C 1.16981 -1.22340 4.39071 -0.05 -0.04 0.00
C 0.93449 -1.85297 3.01342 -0.05 0.01 0.04
C -0.19527 -1.23476 2.20974 -0.07 -0.03 -0.05
O -1.25784 -1.79770 2.03613 0.03 -0.01 0.09
O 0.09068 -0.05277 1.72166 0.10 0.33 0.00
H 2.46222 0.30786 3.84889 0.00 -0.02 -0.04
H 1.62973 0.60634 5.21511 0.02 -0.07 0.06
H 0.23487 -1.26715 4.95811 0.00 -0.06 -0.01
H 1.88800 -1.87755 4.91299 0.00 0.04 0.02
H 0.68802 -2.90538 3.15765 0.04 -0.01 -0.06
H 1.84690 -1.77799 2.41533 0.03 0.00 0.05
S 2.84602 4.27561 -4.71416 -0.05 -0.05 0.06
As 0.87569 4.71896 -4.12363 0.05 0.12 -0.17
S 0.43765 1.95244 -2.07728 -0.13 -0.15 0.52
S 0.21623 3.24682 -0.48215 -0.04 -0.13 0.07
S -0.44795 4.79517 -5.74912 0.07 0.01 0.01
N 3.64897 2.15851 -1.29468 -0.21 0.13 0.00
C 3.47210 1.89640 0.00644 -0.09 -0.13 0.20
O 2.41426 1.27577 0.40327 -0.14 -0.29 -0.17
C 4.46383 2.21574 0.95485 0.16 0.09 -0.10
C 4.28567 1.95323 2.32831 -0.05 -0.08 0.12
N 4.18463 1.75485 3.46287 0.01 -0.03 -0.08
C 5.68107 2.80755 0.54709 0.04 0.07 0.06
N 6.67545 3.29234 0.21294 0.00 -0.02 -0.05
H 2.82423 2.13510 -1.88908 0.02 -0.05 0.00
H 4.36265 2.81479 -1.57142 0.01 -0.03 0.02
O -0.20160 -1.10149 -0.88306 0.19 0.18 -0.11
C -1.37216 -0.65092 -0.85830 -0.07 -0.19 0.16
O -1.62432 0.49311 -0.38417 0.12 -0.01 0.03
C -2.49421 -1.47477 -1.40194 0.00 -0.02 -0.02
C -2.23793 -2.76374 -1.85254 0.01 0.03 0.00
C -3.25868 -3.54411 -2.37616 -0.04 0.03 0.01
C -4.54756 -3.04141 -2.44596 0.11 0.02 0.05
C -4.77398 -1.75587 -1.98234 -0.24 0.06 -0.02
C -3.77826 -0.95058 -1.46440 0.08 -0.12 0.00
N -6.15716 -1.23148 -2.03959 0.23 -0.10 0.03
O -6.36332 -0.12487 -1.59558 -0.04 0.12 0.03
O -7.01397 -1.94939 -2.52261 -0.10 -0.05 -0.05
H -1.22434 -3.13433 -1.78409 0.01 0.01 0.00
H -3.05258 -4.54503 -2.73111 0.00 0.00 0.01
H -5.36698 -3.61981 -2.84352 -0.02 0.01 0.00
H -3.97824 0.05157 -1.11686 -0.01 0.01 0.01
```
Positions in Å, forces in eV/Å.

## Properties
total charge	-2
2S+1	3
E_tot	-5238.05380	a.u.

(5)
Computed, not measured: one molecule with the formula C14H12BrNO2, with ωB97M-V with the def2-TZVPD basis set.

Geometry as XYZ:
```
30
Properties=species:S:1:pos:R:3:forces:R:3
C 5.32113 -0.43926 0.68793 -0.09 -0.19 -0.17
H 5.05057 -0.49781 1.73960 0.01 0.06 0.12
H 6.34295 -0.79634 0.58073 0.08 0.02 0.03
H 5.29135 0.60084 0.37224 0.03 0.13 0.04
C 4.38902 -1.29264 -0.16197 0.16 0.06 0.07
C 2.93198 -0.91425 -0.10963 -0.03 -0.08 -0.06
C 2.02494 -1.66937 -0.85089 0.00 0.12 0.10
C 0.67867 -1.37180 -0.85264 -0.28 0.21 0.09
C 0.21382 -0.29981 -0.10071 0.47 0.01 -0.05
C 1.09389 0.45794 0.65181 -0.35 0.03 0.03
C 2.44397 0.14679 0.63860 0.03 -0.16 -0.08
H 3.11229 0.75171 1.22925 0.10 0.06 0.07
H 0.73601 1.28683 1.24079 -0.02 0.04 0.00
O -1.16404 -0.08645 -0.10971 0.14 -0.47 0.08
C -1.67931 1.14749 -0.12535 -0.13 0.74 -0.11
O -1.04806 2.17155 -0.16432 -0.09 -0.28 0.01
C -3.16903 1.10501 -0.10919 -0.28 -0.03 0.02
C -3.88362 -0.08379 0.00738 -0.11 0.17 -0.02
C -5.26572 -0.00697 0.01226 0.00 -0.13 0.02
C -5.88628 1.23240 -0.09591 -0.08 -0.50 0.05
N -5.20136 2.35353 -0.20550 -0.21 0.52 -0.05
C -3.88393 2.29935 -0.21271 0.53 -0.19 0.02
H -3.35848 3.23951 -0.30470 0.12 0.01 0.00
H -6.96395 1.32285 -0.09343 -0.08 -0.11 0.01
Br -6.31011 -1.58559 0.16731 0.11 0.21 -0.02
H -3.37283 -1.03074 0.09232 0.00 -0.04 0.00
H -0.02149 -1.95672 -1.42859 -0.09 -0.06 -0.06
H 2.38401 -2.50242 -1.43779 0.04 -0.10 -0.06
H 4.71403 -1.24385 -1.20577 0.01 -0.08 0.03
H 4.47959 -2.33802 0.14860 0.02 0.01 -0.08
```
Positions in Å, forces in eV/Å.

## Properties
structure (SMILES)	CCc1ccc(OC(=O)c2cncc(Br)c2)cc1
E_tot	-3319.95529	a.u.

(6)
Computed, not measured: one molecule with the formula C14H12F4 in a non-equilibrium geometry, with ωB97M-V with the def2-TZVPD basis set.

Geometry as XYZ:
```
30
Properties=species:S:1:pos:R:3:forces:R:3
F 1.17803 5.46354 0.99816 -0.46 -1.96 0.39
F -0.01930 4.46619 3.35105 0.55 -0.71 -0.90
F 1.54701 3.64158 -1.22675 -0.54 -0.49 2.09
F -0.91688 1.95620 3.67717 0.40 0.25 -2.16
C 1.58195 -1.30119 0.47486 -1.36 1.18 0.32
C 0.64490 -0.31538 0.22520 3.67 -5.74 3.27
C 0.82112 4.13703 1.09801 -0.30 -1.15 0.57
C 0.22295 3.59792 2.32659 -0.97 0.51 -1.37
C 1.03308 3.23351 -0.00417 -1.85 -1.54 0.60
C -0.41940 2.28962 2.42227 1.81 1.27 0.06
C 0.48283 1.88908 0.14547 0.05 2.01 0.34
C -0.26454 1.42787 1.33286 1.27 1.90 -1.11
C 2.88546 -1.38306 -0.38629 -1.00 0.47 2.30
C 1.43462 -2.20882 1.77686 0.00 0.87 -2.82
C 0.60039 0.64925 -0.80129 -1.09 3.00 -1.88
C -0.58201 -0.01444 1.04749 0.89 -0.16 1.90
C -0.78889 0.25996 -1.41300 -0.92 0.56 1.70
C -1.56732 -0.14112 -0.04867 -2.94 -1.10 -2.18
H 3.40654 -0.43347 -0.21178 0.31 -0.33 0.04
H 2.69411 -1.41406 -1.42703 -0.27 -0.40 -1.05
H 3.48581 -2.22865 -0.03635 0.03 0.24 -0.34
H 1.91170 -1.73130 2.58641 0.77 0.49 1.04
H 0.40379 -2.35172 2.04097 -0.48 -0.08 0.00
H 1.87870 -3.17321 1.59396 0.23 -0.36 0.02
H 1.36976 0.68174 -1.56742 0.24 0.12 0.33
H -0.76110 -0.59633 2.00020 0.15 0.50 -1.36
H -0.66227 -0.64150 -1.95380 0.37 -0.97 -0.58
H -1.32647 0.92313 -2.11133 0.36 0.29 0.74
H -1.89200 -1.24072 -0.13941 0.46 1.56 0.16
H -2.50726 0.43366 0.10508 0.62 -0.21 -0.13
```
Positions in Å, forces in eV/Å.

## Properties
structure (SMILES)	CC(C)=C1[C@H]2CC[C@@H]1c1c(F)c(F)c(F)c(F)c12
E_tot	-940.02841	a.u.